Entry 1:
ORCA calculation (wB97M-V/def2-TZVPD) on a structure of composition C33H29AsN6O3PdS2 in a non-equilibrium geometry.

```
75
C33H29AsN6O3PdS2 (wB97M-V/def2-TZVPD)
Pd 0.386 -0.115 -0.043
N 2.889 -4.433 -6.169
C 2.202 -3.527 -5.400
C 2.489 -3.408 -4.034
C 1.772 -2.533 -3.246
C 0.767 -1.769 -3.815
C 0.464 -1.872 -5.159
C 1.174 -2.753 -5.950
S -0.074 -0.644 -2.744
O -0.603 -1.442 -1.633
O -1.078 0.112 -3.445
N 1.075 0.259 -2.087
C 0.990 1.595 -2.131
N 1.102 2.191 -0.919
C 0.992 3.502 -0.872
C 0.757 4.261 -2.010
C 0.680 3.557 -3.204
N 0.808 2.248 -3.278
H 3.767 -4.762 -5.805
H 2.837 -4.339 -7.169
H 3.281 -4.006 -3.606
H 1.977 -2.419 -2.192
H -0.322 -1.251 -5.562
H 0.947 -2.840 -7.003
H 1.104 3.951 0.108
H 0.640 5.329 -1.964
H 0.516 4.053 -4.153
O 0.195 0.662 1.946
As -1.427 0.859 2.066
C -2.560 -0.727 2.140
C -2.230 -1.875 1.440
C -3.045 -2.993 1.532
C -4.218 -2.937 2.266
C -4.591 -1.759 2.898
C -3.757 -0.656 2.849
C -2.337 1.947 0.719
C -3.364 2.820 1.057
C -4.058 3.468 0.048
C -3.751 3.240 -1.287
C -2.766 2.326 -1.624
C -2.076 1.676 -0.616
C -1.588 1.724 3.815
C -1.564 0.904 4.939
C -1.478 1.462 6.202
C -1.402 2.838 6.344
C -1.398 3.658 5.227
C -1.474 3.102 3.960
H -1.337 -1.902 0.815
H -2.751 -3.900 1.026
H -4.856 -3.806 2.335
H -5.528 -1.699 3.431
H -4.024 0.270 3.349
H -3.619 2.964 2.102
H -4.852 4.155 0.302
H -4.295 3.763 -2.061
H -2.533 2.085 -2.651
H -1.337 0.907 -0.878
H -1.614 -0.174 4.806
H -1.466 0.823 7.073
H -1.332 3.277 7.326
H -1.331 4.730 5.345
H -1.448 3.733 3.076
C 5.999 -3.014 1.771
C 4.925 -2.174 1.160
C 5.191 -1.068 0.347
C 4.091 -0.341 -0.087
N 2.854 -0.686 0.212
C 2.686 -1.813 0.943
S 1.089 -2.347 1.204
N 3.686 -2.537 1.436
H 6.961 -2.801 1.315
H 5.747 -4.067 1.661
H 6.049 -2.805 2.839
H 6.200 -0.796 0.075
H 4.194 0.541 -0.710
```

multiplicity	3
total charge	0
HOMO level (spin up / spin down)	-7.710 / -7.555	eV

Here are the Mulliken charges for atoms 1 to 6, given in e: -0.164 -0.522 1.103 -0.720 -0.668 -0.536

---

Entry 2:
ORCA calculation (wB97M-V/def2-TZVPD) on an isolated molecule of C33H29BF2O4 in a non-equilibrium geometry.

```
69
C33H29BF2O4 (wB97M-V/def2-TZVPD)
C 0.181 2.589 6.426
C -0.951 2.260 5.579
C -2.284 2.021 5.792
C -2.898 1.908 4.506
C -1.884 1.999 3.565
B -1.269 0.100 2.057
C -2.395 -0.644 2.832
C -2.502 -1.823 3.532
C -3.892 -2.100 3.729
C -4.576 -1.070 3.127
C -5.967 -0.784 2.849
O -3.677 -0.194 2.595
C -1.776 1.794 2.129
C -0.892 2.812 1.524
C -1.642 3.661 0.741
C -2.923 3.116 0.672
C -4.056 3.518 -0.143
O -3.051 2.058 1.487
C 0.135 0.133 2.753
C 1.315 0.748 2.400
C 2.324 0.314 3.303
C 1.703 -0.534 4.190
C 2.209 -1.454 5.180
O 0.360 -0.590 3.901
O -0.715 2.262 4.240
H -0.121 2.527 7.476
H 1.027 1.910 6.274
H 0.521 3.614 6.218
H -2.791 1.943 6.752
H -3.963 1.770 4.332
H -1.689 -2.447 3.877
H -4.336 -2.955 4.233
H -6.490 -1.718 2.582
H -6.464 -0.398 3.755
H -6.081 -0.038 2.048
H 0.172 2.911 1.713
H -1.323 4.594 0.280
H -4.309 4.562 0.108
H -3.812 3.470 -1.215
H -4.935 2.887 0.033
H 1.472 1.427 1.560
H 3.370 0.587 3.264
H 3.256 -1.670 4.949
H 2.206 -1.023 6.189
H 1.643 -2.392 5.184
F -4.855 -4.368 -1.086
C -4.006 -3.377 -0.675
C -2.732 -3.742 -0.259
C -1.886 -2.718 0.158
C -2.292 -1.373 0.132
C -1.265 -0.306 0.572
C -0.803 0.554 -0.609
C 0.569 0.599 -0.903
C 1.053 1.194 -2.066
C 0.126 1.757 -2.936
F 0.583 2.319 -4.102
C -1.241 1.764 -2.671
C -1.692 1.143 -1.507
C -3.581 -1.053 -0.274
C -4.460 -2.059 -0.675
H -2.408 -4.780 -0.264
H -0.876 -2.963 0.495
H -0.364 -0.922 0.771
H 1.268 0.093 -0.240
H 2.115 1.214 -2.284
H -1.935 2.244 -3.359
H -2.767 1.082 -1.337
H -3.909 -0.013 -0.296
H -5.475 -1.819 -0.966
```

total charge	0
HOMO level	-7.265	eV

Here are the Mulliken charges for atoms 1 to 6, given in e: -1.264 0.566 -1.199 -0.111 0.313 1.511

---

Entry 3:
ORCA calculation (wB97M-V/def2-TZVPD) on a structure of composition C33H29Br2CsN11O3S2 in a non-equilibrium geometry.

```
81
C33H29Br2CsN11O3S2 (wB97M-V/def2-TZVPD)
Cs 0.462 -0.711 -0.389
C -0.640 3.109 -1.798
C -1.564 1.969 -1.457
N -2.121 1.823 -0.318
N -1.842 2.732 0.647
C -2.522 2.717 1.836
N -2.048 3.629 2.710
S -3.848 1.770 2.183
C -1.821 0.898 -2.467
C -1.121 0.857 -3.666
C -1.350 -0.185 -4.548
C -2.267 -1.158 -4.212
C -2.911 -1.043 -2.986
N -2.703 -0.052 -2.130
H 0.390 2.866 -1.518
H -0.928 4.016 -1.266
H -0.662 3.325 -2.863
H -0.985 3.272 0.605
H -1.165 4.097 2.556
H -2.436 3.595 3.635
H -0.369 1.598 -3.901
H -0.787 -0.251 -5.471
H -2.450 -2.008 -4.854
H -3.625 -1.795 -2.668
C 3.311 2.157 -1.964
C 3.408 0.969 -2.884
C 4.492 0.845 -3.779
C 4.551 -0.222 -4.627
C 3.534 -1.201 -4.604
C 3.494 -2.340 -5.436
Br 4.877 -2.655 -6.715
C 2.467 -3.238 -5.348
C 1.446 -3.049 -4.419
Br 0.046 -4.333 -4.326
C 1.388 -1.964 -3.517
O 0.498 -1.800 -2.640
C 2.484 -0.999 -3.669
N 2.448 0.075 -2.839
H 4.298 2.483 -1.633
H 2.703 1.917 -1.092
H 2.844 2.999 -2.484
H 5.271 1.597 -3.784
H 5.376 -0.332 -5.318
H 2.445 -4.104 -5.995
O 1.345 1.315 0.970
N 2.218 1.468 1.855
C 2.345 2.670 2.399
C 3.346 2.858 3.404
N 4.150 3.014 4.214
C 1.480 3.744 2.026
N 0.740 4.555 1.671
C 3.723 -1.580 1.100
C 3.270 -2.374 2.300
N 3.711 -1.883 3.497
O 2.582 -3.375 2.228
H 4.804 -1.440 1.100
H 3.259 -0.595 1.174
H 3.416 -2.080 0.185
H 4.016 -0.924 3.544
H 3.274 -2.254 4.324
S -4.311 -4.199 4.508
C -3.040 -3.378 3.549
C -3.324 -2.198 2.883
C -2.307 -1.600 2.153
N -1.080 -2.110 2.055
C -0.822 -3.254 2.690
C -1.769 -3.924 3.453
C -4.440 -3.009 5.834
C -3.352 -2.720 6.644
C -3.519 -1.800 7.666
N -4.674 -1.188 7.930
C -5.708 -1.479 7.147
C -5.644 -2.374 6.086
H -4.303 -1.741 2.931
H -2.504 -0.667 1.632
H 0.187 -3.640 2.593
H -1.522 -4.849 3.957
H -2.394 -3.194 6.475
H -2.687 -1.546 8.313
H -6.635 -0.963 7.369
H -6.510 -2.564 5.466
```

total charge	-1
HOMO level	-4.760	eV

Here are the Mulliken charges for atoms 1 to 6, given in e: 0.872 -1.972 0.287 -0.254 0.055 0.187

---

Looking at energy above the lowest of the compared OMol25 structures with the same formula, charge and spin for the records above, in order, we have 210.22; 0.00; 101.51 kJ/mol.